(1)
C27H42BN9O8SSe3TeY | the ωB97M-V functional and the def2-TZVPD basis

Atoms and positions in Å:
Y (-1.227, 0.611, -1.350)
Se (0.843, 1.218, -3.587)
Se (2.819, 2.438, -3.588)
Te (-1.813, 2.679, -6.213)
Se (-1.022, 2.656, -3.795)
C (-0.398, 2.903, 1.104)
C (0.575, 3.754, 1.945)
N (1.673, 4.249, 1.118)
C (1.107, 4.867, -0.083)
C (0.372, 3.817, -0.952)
N (0.229, 2.548, -0.197)
C (1.596, 2.018, 0.047)
C (2.482, 3.102, 0.703)
H (-1.307, 3.459, 0.878)
H (-0.668, 1.990, 1.626)
H (1.005, 3.165, 2.758)
H (0.056, 4.607, 2.390)
H (1.919, 5.324, -0.652)
H (0.431, 5.665, 0.233)
H (0.939, 3.611, -1.859)
H (-0.624, 4.158, -1.235)
H (2.015, 1.733, -0.916)
H (1.506, 1.137, 0.680)
H (3.240, 3.460, 0.005)
H (3.000, 2.703, 1.577)
O (5.520, 2.050, -1.303)
C (5.961, 0.906, -2.002)
N (4.930, -0.094, -2.098)
C (4.794, -1.105, -1.206)
O (5.678, -1.478, -0.452)
C (3.452, -1.781, -1.205)
C (3.334, -3.087, -0.749)
C (2.081, -3.674, -0.745)
C (0.988, -2.930, -1.169)
N (1.083, -1.669, -1.590)
C (2.297, -1.123, -1.599)
H (4.741, 2.385, -1.778)
H (6.799, 0.490, -1.451)
H (6.268, 1.172, -3.016)
H (4.154, 0.171, -2.695)
H (4.221, -3.607, -0.412)
H (1.940, -4.691, -0.404)
H (-0.011, -3.348, -1.137)
H (2.343, -0.092, -1.924)
N (-2.392, -3.057, -1.876)
C (-3.017, -2.498, -0.817)
N (-2.894, -1.261, -0.453)
C (-3.609, -1.032, 0.723)
C (-3.626, 0.154, 1.452)
C (-4.352, 0.215, 2.630)
C (-5.064, -0.887, 3.100)
C (-5.047, -2.079, 2.395)
C (-4.312, -2.135, 1.222)
S (-4.045, -3.506, 0.185)
H (-1.989, -2.405, -2.544)
H (-2.729, -3.938, -2.218)
H (-3.067, 1.017, 1.118)
H (-4.362, 1.139, 3.193)
H (-5.626, -0.816, 4.022)
H (-5.581, -2.948, 2.758)
N (-1.228, -0.745, -5.376)
C (-2.027, -0.514, -4.316)
N (-3.275, -0.082, -4.539)
O (-1.613, -0.774, -3.145)
H (-1.407, -0.145, -6.180)
H (-0.250, -0.802, -5.127)
H (-3.390, 0.486, -5.377)
H (-3.743, 0.285, -3.719)
C (0.555, -3.584, 2.427)
C (-0.282, -2.317, 2.543)
C (-1.546, -2.632, 3.338)
O (-0.699, -1.946, 1.221)
B (-0.423, -0.601, 0.933)
O (0.284, -0.080, 2.025)
C (0.508, -1.056, 3.053)
C (2.015, -1.254, 3.161)
C (-0.015, -0.462, 4.356)
H (-0.056, -4.363, 1.966)
H (0.877, -3.938, 3.409)
H (1.433, -3.429, 1.804)
H (-2.063, -3.462, 2.854)
H (-2.228, -1.782, 3.358)
H (-1.312, -2.923, 4.364)
H (2.444, -1.561, 2.208)
H (2.273, -1.995, 3.920)
H (2.473, -0.304, 3.439)
H (-1.068, -0.196, 4.273)
H (0.547, 0.447, 4.574)
H (0.111, -1.151, 5.193)
O (-2.615, 2.453, -0.648)
N (-3.663, 2.161, -1.314)
O (-4.619, 2.884, -1.358)
O (-3.608, 1.048, -1.912)

Calculated total energy ... -10082.809589 hartree
Relative energy (zero: lowest compared OMol25 entry of this formula, charge and spin) ... 0.652 eV
E_LUMO ... 1.838 eV
E_HOMO ... -4.387 eV
Orbital gap ... 0.2287 Eh
Total charge ... -1

***

(2)
C27H30BrN5Sc | the ωB97M-V functional and the def2-TZVPD basis

Atoms and positions in Å:
Sc (-0.332, -0.122, -0.661)
Br (0.778, -0.850, -3.131)
C (-0.055, -2.549, -2.764)
C (-0.482, -3.354, -3.811)
C (-0.809, -4.712, -3.681)
C (-0.753, -5.287, -2.394)
C (-0.397, -4.531, -1.260)
C (-0.412, -5.141, 0.039)
C (-0.133, -4.358, 1.150)
C (0.060, -2.955, 1.004)
C (0.004, -2.352, -0.262)
C (-0.074, -3.087, -1.421)
H (-0.481, -2.949, -4.833)
H (-1.096, -5.314, -4.556)
H (-1.013, -6.337, -2.210)
H (-0.610, -6.200, 0.163)
H (-0.135, -4.793, 2.146)
H (0.267, -2.373, 1.867)
C (2.374, 0.369, 1.100)
N (0.926, 0.308, 1.033)
C (0.236, 0.722, 2.110)
C (-1.176, 0.636, 2.011)
C (-2.146, 0.747, 3.039)
C (-3.389, 0.342, 2.468)
C (-3.163, 0.060, 1.131)
N (-1.801, 0.263, 0.816)
C (2.940, -0.587, 2.146)
C (3.077, -1.958, 1.874)
C (3.426, -2.866, 2.864)
C (3.794, -2.413, 4.110)
C (3.686, -1.019, 4.402)
C (3.234, -0.146, 3.447)
H (2.656, 1.395, 1.399)
H (2.786, 0.124, 0.113)
H (0.736, 1.179, 2.977)
H (-1.930, 0.995, 4.079)
H (-4.312, 0.253, 3.005)
H (-3.858, -0.278, 0.360)
H (2.858, -2.373, 0.887)
H (3.447, -3.964, 2.659)
H (4.176, -3.098, 4.877)
H (3.973, -0.646, 5.388)
H (3.085, 0.906, 3.707)
C (-2.428, 1.618, -2.351)
N (-1.783, 2.904, -2.230)
C (-2.210, 3.908, -3.214)
C (-0.646, 3.125, -1.561)
N (-0.034, 2.062, -1.001)
N (-0.180, 4.405, -1.389)
C (-1.048, 5.482, -0.967)
C (1.250, 4.634, -1.076)
H (-2.199, 1.121, -3.297)
H (-3.479, 1.747, -2.158)
H (-2.081, 0.954, -1.493)
H (-2.959, 4.603, -2.797)
H (-2.610, 3.418, -4.118)
H (-1.329, 4.481, -3.593)
H (0.764, 2.352, -0.434)
H (-2.040, 5.100, -0.581)
H (-1.213, 6.137, -1.829)
H (-0.591, 6.122, -0.208)
H (1.838, 3.886, -1.619)
H (1.483, 4.629, 0.013)
H (1.532, 5.623, -1.490)

Calculated total energy ... -4655.197344 hartree
E_LUMO ... -2.880 eV
E_HOMO ... -10.216 eV
Orbital gap ... 0.2696 Eh
Total charge ... +1

***

(3)
C8H15NSi2 | the ωB97M-V functional and the def2-TZVPD basis

Atoms and positions in Å:
C (-1.029, 1.944, -2.740)
C (-0.682, 2.574, -1.577)
C (-1.133, 0.579, -2.793)
C (-0.407, 1.868, -0.409)
C (-0.857, -0.169, -1.708)
C (-0.605, 0.442, -0.423)
C (-0.944, -0.759, 3.070)
C (-0.422, 0.198, 1.968)
N (-0.754, -0.380, 0.641)
Si (2.770, -0.889, -0.181)
Si (1.123, -2.433, 0.185)
H (-1.406, 2.609, -3.478)
H (-0.697, 3.671, -1.652)
H (-1.237, -0.021, -3.729)
H (-0.141, 2.290, 0.503)
H (-0.878, -1.266, -1.860)
H (-0.388, -1.755, 3.118)
H (-0.938, -0.289, 4.008)
H (-1.928, -1.124, 2.853)
H (-1.127, 1.034, 2.212)
H (0.635, 0.510, 1.921)
H (3.122, 0.135, 0.702)
H (3.758, -1.877, 0.275)
H (3.162, -0.608, -1.603)
H (0.267, -3.137, -0.681)
H (0.735, -3.151, 1.379)

Calculated total energy ... -947.376069 hartree
Relative energy (zero: lowest compared OMol25 entry of this formula, charge and spin) ... 5.539 eV
E_LUMO (alpha / beta) ... -1.387 / -1.019 eV
E_HOMO (alpha / beta) ... -6.607 / -7.115 eV
Orbital gap (alpha / beta) ... 0.1918 / 0.2240 Eh

***

(4)
C8H12N5 | the ωB97M-V functional and the def2-TZVPD basis

Atoms and positions in Å:
C (0.782, 2.664, -0.389)
N (2.041, 2.145, -0.932)
C (2.725, 3.203, -1.737)
N (2.511, 0.986, -1.020)
N (2.303, -0.125, -0.536)
N (1.282, -0.674, 0.110)
N (0.074, -0.579, -0.153)
C (-0.907, -1.388, 0.294)
C (-0.789, -1.968, 1.639)
C (-1.859, -2.781, 2.101)
C (-2.987, -2.954, 1.256)
C (-3.097, -2.260, 0.055)
C (-1.989, -1.592, -0.486)
H (0.323, 3.522, -0.823)
H (0.041, 1.886, -0.202)
H (0.985, 3.027, 0.670)
H (2.736, 2.705, -2.760)
H (2.196, 4.051, -1.437)
H (3.752, 3.499, -1.513)
H (1.691, -1.486, 0.753)
H (-0.051, -1.607, 2.423)
H (-1.844, -3.395, 2.990)
H (-3.954, -3.411, 1.635)
H (-4.042, -2.060, -0.423)
H (-1.923, -1.407, -1.514)

Calculated total energy ... -585.340638 hartree
Relative energy (zero: lowest compared OMol25 entry of this formula, charge and spin) ... 6.494 eV
E_LUMO (alpha / beta) ... -5.256 / -5.256 eV
E_HOMO (alpha / beta) ... -12.691 / -12.689 eV
Orbital gap (alpha / beta) ... 0.2732 / 0.2731 Eh
Total charge ... +1